# 1
Formula: C18H25BCrN8O3
Source: OMol25
Level of theory: wB97M-V/def2-TZVPD

Cartesian coordinates (Å):
H -0.420 2.710 0.945
N -0.030 1.429 -0.712
B 0.650 0.501 -2.956
N 0.562 1.657 -1.933
C 0.935 2.931 -2.042
Cr -0.957 -0.559 -0.245
H 1.409 3.246 -2.960
C 0.595 3.585 -0.857
H 0.765 4.602 -0.629
C -0.016 2.606 -0.049
H 1.168 0.834 -3.972
C -1.011 -2.332 -0.068
H -1.740 -2.362 0.788
H -0.116 -2.854 0.187
H -1.592 -2.644 -0.969
N -0.792 -0.003 -3.137
N 1.447 -0.619 -2.231
N -1.465 -0.443 -1.990
N 0.973 -1.131 -1.029
C -1.622 -0.045 -4.168
C 2.659 -1.131 -2.499
H -1.193 0.287 -5.076
H 3.178 -0.812 -3.407
C -2.869 -0.470 -3.743
C 3.012 -1.971 -1.434
C -2.757 -0.672 -2.356
C 1.944 -1.908 -0.511
H -3.723 -0.602 -4.348
H 3.909 -2.540 -1.312
H -3.470 -1.002 -1.616
H 1.816 -2.364 0.463
H -2.604 -0.367 0.037
C 2.325 -0.294 4.736
C 0.977 0.388 4.808
C -0.241 -0.309 4.141
C -0.594 -1.666 4.816
C 0.463 -2.749 4.821
C -1.432 0.625 4.415
O -1.823 0.875 5.560
N -2.052 1.193 3.330
C -1.931 0.841 1.985
O -2.684 1.362 1.154
N -0.882 0.000 1.715
C -0.020 -0.523 2.624
O 0.958 -1.194 2.249
H 2.434 -1.060 5.511
H 3.109 0.454 4.890
H 2.462 -0.752 3.753
H 0.708 0.548 5.864
H 1.063 1.385 4.347
H -0.889 -1.449 5.853
H -1.495 -2.054 4.316
H 1.127 -2.662 5.685
H -0.013 -3.733 4.868
H 1.058 -2.701 3.908
H -2.858 1.781 3.514

2S+1: 5
Maximum force in hartree/bohr: 0.13466
Orbital gap (alpha / beta) in eV: 9.10 / 6.16
HOMO energy (alpha / beta) in eV: -8.600 / -8.992
E_LUMO (alpha / beta) in eV: 0.497 / -2.834
E_tot in Ha: -2433.98624
Charge: 0

# 2
Formula: C18H25BN8O3Ru
Source: OMol25
Level of theory: wB97M-V/def2-TZVPD

Cartesian coordinates (Å):
C 3.025 0.175 -0.195
N 1.781 0.124 -0.739
N 1.931 0.052 -2.125
C 3.239 -0.057 -2.408
C 3.962 0.030 -1.221
B 0.669 0.175 -3.017
N -0.284 -0.979 -2.619
N -0.720 -1.058 -1.299
C -1.699 -1.998 -1.244
C -1.824 -2.577 -2.514
C -0.911 -1.928 -3.337
Ru -0.027 0.148 0.173
N -0.057 1.480 -2.552
N -0.436 1.601 -1.218
C -1.030 2.807 -1.061
C -1.030 3.457 -2.299
C -0.419 2.600 -3.204
H -1.406 3.115 -0.095
H -0.208 2.697 -4.262
H -1.424 4.432 -2.505
H 0.912 0.206 -4.188
H -0.640 -2.071 -4.375
H 3.553 -0.199 -3.433
H -2.505 -3.364 -2.785
H 5.029 0.002 -1.096
H -2.232 -2.157 -0.314
H 3.146 0.330 0.871
H -1.995 -0.621 1.723
C -2.223 -1.407 2.462
H -3.105 -1.968 2.133
H -1.374 -2.093 2.536
H -2.417 -0.942 3.436
C -0.772 1.563 5.106
C 0.081 0.312 5.208
C 1.290 0.123 4.223
C 2.521 1.004 4.605
C 2.299 2.500 4.688
C 1.740 -1.354 4.380
O 2.139 -1.801 5.445
N 1.689 -2.195 3.273
C 1.212 -1.895 1.995
O 1.154 -2.697 1.071
N 0.796 -0.583 1.859
C 0.874 0.413 2.777
O 0.532 1.536 2.324
H -0.199 2.486 5.224
H -1.518 1.529 5.909
H -1.321 1.615 4.159
H 0.516 0.234 6.219
H -0.588 -0.557 5.080
H 2.879 0.640 5.581
H 3.318 0.790 3.874
H 1.717 2.754 5.577
H 3.273 2.992 4.783
H 1.798 2.894 3.798
H 1.976 -3.158 3.410

2S+1: 5
Maximum force in hartree/bohr: 0.05937
Orbital gap (alpha / beta) in eV: 7.88 / 4.02
HOMO energy (alpha / beta) in eV: -22.267 / -21.588
E_LUMO (alpha / beta) in eV: -14.384 / -17.565
E_tot in Ha: -1482.64155
Charge: +4

# 3
Formula: C18H25Cl36NOSi2
Source: OMol25
Level of theory: wB97M-V/def2-TZVPD

Cartesian coordinates (Å):
C 1.663 1.160 -2.366
C 2.689 0.085 -1.958
C 2.438 -1.317 -2.556
C 2.195 -2.409 -1.494
C 3.464 -2.651 -0.637
Si 0.675 -1.993 -0.472
O -0.387 -3.261 -0.493
Si -1.934 -3.334 0.098
C -2.894 -1.757 -0.193
C -3.424 -1.510 -1.623
C -2.567 -2.091 -2.754
C -2.911 -1.485 -4.110
N -2.433 -0.098 -4.227
H 2.097 1.867 -3.075
H 1.312 1.735 -1.508
H 0.788 0.719 -2.847
H 2.729 0.008 -0.866
H 3.682 0.426 -2.258
H 3.295 -1.626 -3.164
H 1.586 -1.269 -3.242
H 1.963 -3.338 -2.025
H 3.792 -3.690 -0.700
H 3.326 -2.426 0.423
H 4.292 -2.030 -0.990
H -0.010 -0.798 -1.029
H 1.035 -1.676 0.936
H -2.611 -4.470 -0.561
H -1.886 -3.610 1.554
H -3.739 -1.831 0.501
H -2.321 -0.889 0.150
H -3.517 -0.432 -1.786
H -4.434 -1.922 -1.710
H -2.691 -3.177 -2.801
H -1.506 -1.903 -2.549
H -2.508 -2.116 -4.907
H -4.002 -1.482 -4.222
H -1.752 0.100 -3.502
H -1.969 0.060 -5.111
C 6.299 0.515 -4.600
Cl 6.892 0.269 -6.243
Cl 7.489 1.431 -3.669
Cl 4.781 1.413 -4.648
Cl 6.028 -1.052 -3.826
C -3.086 -0.619 3.676
Cl -4.057 -2.056 3.329
Cl -1.422 -0.892 3.146
Cl -3.760 0.766 2.816
Cl -3.107 -0.315 5.414
C 3.099 4.919 -1.851
Cl 4.255 3.644 -2.241
Cl 1.870 5.004 -3.121
Cl 2.318 4.546 -0.309
Cl 3.933 6.467 -1.732
C 2.965 2.800 -8.100
Cl 2.460 3.260 -6.469
Cl 4.373 3.758 -8.567
Cl 3.386 1.085 -8.124
Cl 1.642 3.099 -9.229
C 3.369 8.853 2.118
Cl 2.631 7.318 1.669
Cl 5.025 8.916 1.503
Cl 2.431 10.182 1.434
Cl 3.393 9.003 3.881
C -1.627 8.444 4.109
Cl 0.132 8.567 4.176
Cl -2.335 9.329 5.463
Cl -2.204 9.134 2.587
Cl -2.103 6.745 4.202
C -6.334 -5.084 -0.068
Cl -5.587 -4.850 -1.651
Cl -5.487 -4.100 1.136
Cl -8.026 -4.587 -0.137
Cl -6.232 -6.785 0.390
C -4.047 -3.875 7.607
Cl -4.443 -4.429 5.980
Cl -5.034 -2.465 8.006
Cl -4.378 -5.170 8.768
Cl -2.339 -3.442 7.684
C 0.660 -5.066 10.716
Cl 1.180 -3.693 9.726
Cl -1.057 -5.359 10.445
Cl 1.586 -6.499 10.261
Cl 0.940 -4.699 12.420

Maximum force in hartree/bohr: 0.00541
Orbital gap in eV: 9.15
HOMO energy in eV: -9.139
E_LUMO in eV: 0.009
E_tot in Ha: -17976.70560
Charge: 0

# 4
Formula: C18H25ClINOPS4Ti
Source: OMol25
Level of theory: wB97M-V/def2-TZVPD

Cartesian coordinates (Å):
Ti 0.492 2.833 -0.141
S 1.752 2.182 -1.910
S 2.966 3.490 -0.949
S 1.747 4.747 0.469
S 0.005 4.990 -0.590
Cl -3.620 2.592 5.221
C -2.903 2.228 3.695
C -3.786 2.153 2.649
C -3.330 2.059 1.335
I -4.840 1.905 -0.078
C -1.948 2.086 1.041
O -1.445 2.133 -0.173
C -1.042 2.136 2.128
N 0.340 2.131 1.834
C 1.220 2.067 2.817
C 0.807 1.917 4.150
C -0.515 1.972 4.482
C -1.501 2.142 3.464
H -4.843 2.117 2.911
H 2.278 2.180 2.536
H 1.622 1.783 4.884
H -0.808 1.905 5.529
C -1.979 -1.189 -0.332
C -0.550 -1.681 -0.137
C -0.523 -3.196 -0.268
P 0.660 -0.596 -1.109
C 2.505 -1.121 -0.815
C 3.340 -1.311 -2.064
C 2.755 -2.219 0.233
C 0.220 -1.067 -2.892
C 0.655 -2.469 -3.338
C -1.211 -0.760 -3.308
H -2.510 -1.678 -1.180
H -2.072 -0.090 -0.405
H -2.543 -1.539 0.554
H -0.236 -1.403 0.901
H -1.094 -3.593 -1.102
H -1.006 -3.662 0.622
H 0.504 -3.601 -0.342
H 2.816 -0.136 -0.409
H 3.158 -2.247 -2.605
H 4.398 -1.284 -1.775
H 3.188 -0.524 -2.801
H 2.496 -3.216 -0.147
H 2.198 -2.094 1.159
H 3.824 -2.257 0.399
H 0.795 -0.293 -3.453
H -0.211 -3.030 -3.723
H 1.099 -3.059 -2.486
H 1.386 -2.435 -4.152
H -1.937 -1.563 -3.146
H -1.229 -0.584 -4.389
H -1.545 0.146 -2.797

ΔE to the lowest compared entry with this formula, charge and spin in kJ/mol: 47.1
2S+1: 3
Maximum force in hartree/bohr: 0.07374
Orbital gap (alpha / beta) in eV: 4.15 / 6.59
HOMO energy (alpha / beta) in eV: -2.119 / -4.406
E_LUMO (alpha / beta) in eV: 2.029 / 2.186
E_tot in Ha: -4372.46766
Charge: -1

# 5
Formula: C18H25F3N3O2
Source: OMol25
Level of theory: wB97M-V/def2-TZVPD

Cartesian coordinates (Å):
C 4.803 -2.268 -1.049
C 4.725 -0.997 -0.194
N 4.718 0.282 -0.954
N 3.390 0.730 -0.893
C 3.066 1.636 0.028
C 1.755 2.035 0.196
C 0.766 1.488 -0.610
C -0.656 1.828 -0.431
C -1.229 1.568 0.818
C -2.559 1.836 1.038
N -3.316 2.351 0.049
C -4.741 2.631 0.329
C -5.518 1.326 0.235
O -5.298 0.842 -1.073
C -5.350 -0.564 -1.217
C -3.963 -1.035 -1.611
F -3.915 -2.351 -1.731
F -3.593 -0.498 -2.774
F -3.052 -0.657 -0.690
C -2.797 2.590 -1.157
C -1.463 2.350 -1.431
C 1.131 0.574 -1.605
C 2.454 0.214 -1.712
H 4.347 -3.065 -0.469
H 5.845 -2.543 -1.202
H 4.321 -2.171 -2.022
H 3.835 -1.043 0.429
H 5.598 -0.999 0.449
H 5.028 0.193 -1.914
H 3.840 2.036 0.661
H 1.473 2.758 0.944
H -0.645 1.132 1.614
H -3.019 1.629 1.989
H -4.791 2.982 1.356
H -5.122 3.382 -0.353
H -5.129 0.650 1.000
H -6.577 1.505 0.421
H -5.712 -1.089 -0.337
H -6.008 -0.807 -2.050
H -3.424 2.973 -1.945
H -1.062 2.540 -2.412
H 0.361 0.147 -2.226
H 2.760 -0.506 -2.452
C 3.298 -3.932 3.157
C 2.878 -2.450 3.076
O 2.920 -2.002 1.797
H 4.319 -4.069 2.795
H 3.261 -4.290 4.194
H 2.629 -4.560 2.565
H 3.537 -1.916 3.799
H 1.882 -2.400 3.574

ΔE to the lowest compared entry with this formula, charge and spin in kJ/mol: 0.0
Maximum force in hartree/bohr: 0.02534
Orbital gap in eV: 2.79
HOMO energy in eV: -7.710
E_LUMO in eV: -4.925
E_tot in Ha: -1314.83252
Charge: +1